No. 1
Below is 3 unconnected molecules or ions with the total composition C6H22N2O2 at a distorted geometry, with properties calculated with wB97M-V/def2-TZVPD.

Computed properties:
- Energy relative to the best compared isomer or geometry (same formula, charge and spin): 116.0 kJ/mol
- Energy: -13638.2926 eV
- HOMO-LUMO gap: 0.408 hartree
- Total charge: +2

Cartesian coordinates (Å):
C 1.26078 1.80725 -1.97199
C 1.70608 0.54723 -1.26859
C 0.88132 -0.00962 -0.14441
C 0.47003 1.01441 0.93673
C 0.43069 0.42669 2.29918
C -0.47726 -0.82497 2.67777
N -1.65982 -0.46003 3.49504
N 1.95572 -0.48495 -2.41024
H 0.17867 1.72771 -2.08541
H 1.50923 2.04024 -3.01460
H 1.45462 2.70495 -1.37276
H 2.73193 0.67111 -0.89761
H -0.14266 -0.39417 -0.39209
H 1.36515 -0.86086 0.30403
H -0.47236 1.43754 0.62120
H 1.29992 1.72872 0.94563
H 1.44611 0.16310 2.57211
H 0.40325 1.20454 3.07314
H -0.76800 -1.18826 1.65410
H 0.10467 -1.64558 3.08327
H -1.72313 0.59493 3.49024
H -1.46232 -0.81051 4.55155
H -2.58351 -0.71269 3.11235
H 1.06115 -0.59655 -2.85320
H 2.62675 -0.04000 -3.07442
H 2.24839 -1.39321 -1.97718
H -3.63667 0.25515 1.09768
H -4.41380 -1.04880 1.48336
O -3.52068 -0.64353 1.48868
H -1.48487 -1.77489 -4.76392
H -0.21402 -1.90787 -5.72526
O -0.57536 -1.52707 -4.93436

***

No. 2
Below is 5 unconnected molecules or ions with the total composition C6H22N2O4 at a distorted geometry, with properties calculated with wB97M-V/def2-TZVPD.

Computed properties:
- Energy relative to the best compared isomer or geometry (same formula, charge and spin): 2.1 kJ/mol
- Energy: -17733.8379 eV
- HOMO-LUMO gap: 0.353 hartree
- Total charge: +2

Cartesian coordinates (Å):
C -1.98307 -2.36129 0.30643
C -0.93141 -1.56614 -0.45532
C 0.42827 -1.50874 0.27332
C 0.42983 -0.43639 1.31949
C 0.21695 0.85862 1.01921
N 0.29702 1.88311 2.01389
C -0.15423 3.06706 1.81158
N -0.67740 -2.27630 -1.81554
H -2.98365 -2.43144 -0.20006
H -2.16036 -1.85723 1.25465
H -1.69036 -3.40087 0.53388
H -1.29877 -0.55534 -0.66244
H 1.30215 -1.31620 -0.39464
H 0.70998 -2.44468 0.77381
H 0.66339 -0.81047 2.35780
H -0.01772 1.18902 0.04190
H 0.83187 1.59168 2.91553
H -0.68284 3.42234 0.88421
H -0.06458 3.89028 2.57678
H -0.30244 -3.25851 -1.63233
H -1.50133 -2.34403 -2.39794
H 0.05696 -1.76207 -2.42810
H 1.37289 0.00724 -3.19107
H 1.36425 -1.15760 -4.21456
O 0.93862 -0.86102 -3.42596
H -1.90599 2.58614 -1.43507
H -2.84972 2.11251 -0.36018
O -1.91851 2.11830 -0.56550
H 1.89094 2.14439 -3.26533
H 3.07048 1.42095 -2.65543
O 2.10952 1.42578 -2.66830
H 1.29416 0.88644 5.17054
H 2.51439 0.87550 4.29846
O 1.63075 0.86895 4.21629

***

No. 3
Below is 4 unconnected molecules or ions with the total composition C6H22NO4 at a distorted geometry, with properties calculated with wB97M-V/def2-TZVPD.

Computed properties:
- <S²>: 0.751
- Energy relative to the best compared isomer or geometry (same formula, charge and spin): 48.0 kJ/mol
- Energy: -16252.1508 eV
- 2S+1: 2
- HOMO-LUMO gap (alpha / beta): 0.103 / 0.379 hartree

Cartesian coordinates (Å):
C -2.02188 -1.57836 -0.69665
O -1.82171 -1.30272 -2.12102
C -1.52357 -0.31992 0.01556
C -1.40788 -0.34513 1.58845
C -0.75207 0.83013 2.07577
C 0.73684 1.12851 2.43971
C 1.81335 0.03948 2.25574
N -0.04853 -0.05923 -0.60132
H -1.69065 -2.59090 -0.51710
H -3.20249 -1.60260 -0.90912
H -2.09974 -0.31446 -2.24368
H -2.10137 0.53885 -0.12294
H -0.91542 -1.32515 1.75261
H -2.50963 -0.51303 1.86601
H -1.44951 1.01820 3.01069
H -1.02650 1.78214 1.63026
H 1.01486 1.88678 1.67854
H 0.83185 1.38415 3.61836
H 1.78518 -0.46383 1.31365
H 2.80037 0.44809 2.54553
H 1.63064 -0.66368 3.14217
H 0.54294 -0.81284 -0.33364
H -0.31532 0.17179 -1.63925
H 0.37671 0.76429 0.00899
H 2.75660 2.33336 -0.21213
H 1.58777 2.66257 -1.15029
O 2.03989 1.93928 -0.79234
H 1.88588 -3.37375 0.50040
H 3.12577 -2.79260 0.22710
O 2.23599 -2.45429 0.43825
H -0.38022 1.59165 -4.47967
H 0.30212 2.26263 -3.33791
O -0.41403 1.75457 -3.55126

***

No. 4
Below is a molecular structure, C6H22NaO5 at a distorted geometry, with properties calculated with wB97M-V/def2-TZVPD.

Computed properties:
- Energy relative to the best compared isomer or geometry (same formula, charge and spin): 270.1 kJ/mol
- Energy: -21224.7471 eV
- HOMO-LUMO gap: 0.313 hartree
- Total charge: +1

Cartesian coordinates (Å):
Na 0.66690 -0.36874 0.18240
C 0.46612 -0.39700 5.51722
C 1.83883 -0.78442 5.03015
O 1.70882 -1.59368 3.88873
H 0.48747 -0.17730 6.58463
H -0.25745 -1.20282 5.39395
H 0.10958 0.47861 4.97472
H 2.31377 -1.37396 5.81435
H 2.42292 0.10988 4.81298
H 1.20113 -2.36641 4.14707
C -2.37294 -3.13037 -3.02351
O -1.09774 -2.54155 -3.10171
H -3.12339 -2.52667 -2.51314
H -2.78084 -3.37872 -4.00333
H -2.22638 -4.07098 -2.49259
H -0.69599 -2.84344 -3.91968
C -3.70844 1.47352 1.70123
O -2.96243 0.23779 1.77798
H -4.61775 1.41425 2.29934
H -2.99092 2.22040 2.04097
H -3.94252 1.64469 0.65051
H -3.45594 -0.54188 1.51308
C -0.95448 3.00992 -3.07784
O -0.19969 3.02856 -1.90622
H -0.59773 3.72605 -3.81810
H -1.06832 1.98256 -3.42378
H -1.96209 3.28665 -2.76761
H 0.19332 3.90440 -1.91373
C 4.61570 0.36634 -3.62978
O 4.25032 -0.25971 -2.45556
H 3.85632 0.14991 -4.38118
H 4.54117 1.45205 -3.56821
H 5.64384 0.17850 -3.93920
H 4.69879 -1.10629 -2.39410

***

No. 5
Below is 5 unconnected molecules or ions with the total composition C6H22O5 at a distorted geometry, with properties calculated with wB97M-V/def2-TZVPD.

Computed properties:
- SMILES: CCO.CCO.CCO.O.O
- Energy relative to the best compared isomer or geometry (same formula, charge and spin): 96.4 kJ/mol
- Energy: -16815.6258 eV
- HOMO-LUMO gap: 0.394 hartree

Cartesian coordinates (Å):
C 3.93099 -10.61693 10.57696
C 4.16733 -9.16309 10.93313
O 5.47701 -8.96479 11.49828
H 4.60908 -10.95603 9.79777
H 2.89820 -10.76729 10.24787
H 4.04014 -11.23850 11.46943
H 3.40848 -8.81022 11.63611
H 4.16204 -8.51690 10.05740
H 5.45767 -9.37235 12.37024
C 6.15178 -10.92469 4.93084
C 5.08232 -11.98613 4.79176
O 5.60597 -13.22743 5.26523
H 5.87233 -10.04400 4.34991
H 7.10922 -11.26817 4.53634
H 6.29387 -10.65423 5.97498
H 4.71251 -12.07954 3.76760
H 4.22917 -11.68491 5.41641
H 4.94574 -13.90582 5.09684
C 8.31709 -10.78847 11.86896
C 9.75554 -10.84837 11.41455
O 9.85420 -10.35739 10.04798
H 7.64128 -11.37738 11.24940
H 7.93491 -9.76843 11.88387
H 8.28161 -11.20405 12.88119
H 10.07809 -11.89419 11.41001
H 10.42259 -10.26645 12.05021
H 10.56643 -10.83292 9.61287
O 8.04197 -11.60249 8.26036
H 8.18350 -10.99248 8.99844
H 7.09195 -11.74160 8.19931
O 8.59949 -13.24053 5.91196
H 7.72095 -13.61694 5.78583
H 8.52697 -12.74934 6.74203

***

No. 6
Below is a molecular structure, C6H23CuN11O9 at a distorted geometry, with properties calculated with wB97M-V/def2-TZVPD.

Computed properties:
- <S²>: 2.004
- Energy: -86051.3287 eV
- 2S+1: 3
- HOMO-LUMO gap (alpha / beta): 0.076 / 0.271 hartree
- Total charge: -1

Cartesian coordinates (Å):
Cu 0.00680 -0.55748 -0.17535
N 0.90106 -2.08845 -3.14980
O 0.93243 -1.35163 -4.14065
O 0.94490 -3.35190 -3.32275
O 0.71278 -1.62187 -2.01824
C 3.23923 -0.87479 0.66771
O 1.93722 -0.51658 0.99986
H 3.42548 -0.95806 -0.40302
H 3.98080 -0.17175 1.04709
H 3.52025 -1.77354 1.21668
C -0.43892 -3.66449 1.05889
O -0.62555 -2.57279 0.64154
N -1.37401 -4.55017 1.28786
N 0.72247 -3.96456 1.59011
H -2.31877 -4.30138 1.03166
H -1.19647 -5.45089 1.70890
H 1.50001 -3.32065 1.62038
H 0.73537 -4.76037 2.21190
C -1.53527 1.15048 2.22410
O -1.11699 0.54237 1.25278
N -1.43800 0.82082 3.46542
N -2.06493 2.31365 2.09450
H -1.63851 1.41894 4.25419
H -0.84767 0.02933 3.67792
H -2.30957 2.69260 1.19081
H -2.25790 2.87023 2.91492
C -2.86170 -0.59094 -1.96579
O -1.95428 -0.68458 -1.16857
N -3.44900 0.52407 -2.34888
N -3.49195 -1.65883 -2.47928
H -3.22620 1.40127 -1.90057
H -4.12398 0.48143 -3.09900
H -4.32448 -1.49653 -3.02760
H -3.09928 -2.56306 -2.25959
C 0.49104 2.00643 -2.26094
O 0.38526 1.23850 -1.29653
N 0.64922 1.57677 -3.50150
N 0.37542 3.30714 -2.27581
H 0.73399 0.58458 -3.67025
H 0.60356 2.30563 -4.19920
H 0.27376 3.72753 -1.36310
H 0.81419 3.87235 -2.98864
C 2.39446 2.96046 2.37983
O 2.47568 3.94826 3.09716
N 1.37462 2.63967 1.59710
N 3.27101 2.08051 2.38867
H 1.40521 1.71188 1.19915
H 0.60368 3.24644 1.35712
H 3.28653 1.29978 1.74810
H 3.99714 2.09399 3.09056

***

No. 7
Below is 5 unconnected molecules or ions with the total composition C6H23NO4 at a distorted geometry, with properties calculated with wB97M-V/def2-TZVPD.

Computed properties:
- SMILES: CC(C)C[C@H](C)N.O.O.O.O
- Energy relative to the best compared isomer or geometry (same formula, charge and spin): 89.6 kJ/mol
- Energy: -16275.2016 eV
- HOMO-LUMO gap: 0.374 hartree

Cartesian coordinates (Å):
C -0.25204 2.11426 -1.89828
C -0.01586 1.93151 -0.37567
C 1.50531 2.00947 -0.13338
C -0.52258 0.54015 0.07616
C -2.03404 0.38464 -0.10287
C -2.77913 0.01732 1.16161
N -2.21404 -0.62151 -1.17767
H -1.22314 2.47209 -2.21164
H -0.13127 1.14902 -2.40162
H 0.54920 2.71999 -2.32531
H -0.51753 2.77953 0.09327
H 2.00368 1.07926 -0.41965
H 1.66428 2.03803 0.94598
H 1.91880 2.85296 -0.65551
H -0.12136 0.46851 1.09556
H 0.06949 -0.16919 -0.48350
H -2.45970 1.30320 -0.48630
H -2.58045 -0.99738 1.51894
H -3.86168 -0.00023 0.99379
H -2.58937 0.74492 1.95163
H -1.79637 -1.48643 -0.86540
H -3.18080 -0.83043 -1.40450
O 0.24167 -2.54747 -2.12708
H 0.22379 -1.61613 -2.38387
H -0.70279 -2.74809 -2.14149
O 2.81408 -2.29060 -0.08350
H 2.24816 -1.51627 -0.00508
H 2.75787 -2.54080 -1.01369
O 1.30791 -2.63748 2.46312
H 1.89675 -2.68795 1.69947
H 0.50782 -2.19566 2.16495
O 2.05786 0.10980 2.72641
H 2.62138 0.85318 2.97110
H 2.59411 -0.68218 2.83403

***

No. 8
Below is 5 unconnected molecules or ions with the total composition C6H23NO5 at a distorted geometry, with properties calculated with wB97M-V/def2-TZVPD.

Computed properties:
- <S²>: 0.755
- Energy relative to the best compared isomer or geometry (same formula, charge and spin): 268.2 kJ/mol
- Energy: -18311.8793 eV
- 2S+1: 2
- HOMO-LUMO gap (alpha / beta): 0.383 / 0.225 hartree
- Total charge: +1

Cartesian coordinates (Å):
C 2.09424 -0.45588 0.17020
N 1.19956 0.28620 1.01386
C -0.13905 -0.25933 1.36718
C -1.13896 0.89000 1.27448
C -1.62392 1.20724 -0.16664
O -0.93743 0.41938 -1.20469
C -0.21007 -0.76049 2.87953
C 3.35480 0.37708 -0.08675
H 2.19221 -1.51868 0.39648
H 1.52728 -0.39606 -0.80697
H 1.67264 1.10179 1.42421
H -0.00969 -1.17955 0.67289
H -1.96155 0.78703 1.90274
H -0.71102 1.82934 1.59700
H -1.45216 2.16874 -0.43973
H -2.74222 0.76429 -0.29673
H 0.03067 0.41269 -0.85901
H 0.37526 -1.73548 2.94279
H -0.03309 0.00955 3.73702
H -1.23665 -1.20185 3.01314
H 4.34784 -0.00368 0.32531
H 3.24437 1.28584 0.47939
H 3.78344 0.49362 -1.05521
H 1.16300 0.72338 -3.16808
H -0.27079 0.23171 -3.57902
O 0.63014 0.01118 -3.71679
H 0.51076 3.57777 0.39765
H 2.00010 3.93021 0.52604
O 1.37206 3.18466 0.39322
H -2.87878 -3.35371 -0.03992
H -2.98968 -1.88052 0.49163
O -2.89675 -2.78768 0.79260
H -1.21641 -1.19429 -1.47278
H -0.72501 -2.58486 -2.04393
O -1.54798 -2.11032 -1.74809